No. 1
Formula: C26H54N3O8
Source: the OMol25 dataset
Level of theory: the ωB97M-V functional and the def2-TZVPD basis

Properties
F_max	0.652	eV/A
total charge	-1
Kohn-Sham gap	4.0884	eV
DFT total energy	-48686.0228	eV

Cartesian coordinates (Å):
N -0.27 0.48 -0.45
C 0.94 0.70 -0.76
C 2.13 -0.14 -0.47
N 2.51 0.34 0.81
N 3.98 0.17 0.90
H -0.35 -0.46 -0.03
H 1.14 1.67 -1.22
H 1.88 -1.23 -0.59
H 2.91 0.07 -1.23
H 4.19 0.17 1.89
H 4.21 -0.79 0.62
C 4.30 3.16 0.13
C 3.88 4.41 -0.58
O 2.75 4.69 -0.89
C 5.01 5.38 -0.91
H 3.46 2.49 0.35
H 5.02 2.61 -0.47
H 4.79 3.44 1.06
H 5.75 4.89 -1.54
H 5.52 5.69 0.00
H 4.61 6.26 -1.42
C 5.39 -2.68 4.32
C 4.72 -1.33 4.52
O 5.19 -0.32 4.03
C 3.43 -1.33 5.29
H 6.29 -2.55 3.73
H 5.62 -3.13 5.29
H 4.70 -3.35 3.80
H 3.57 -1.75 6.28
H 2.69 -1.95 4.77
H 3.05 -0.31 5.35
C -0.95 -0.54 -3.89
C -1.94 -1.68 -3.89
O -1.69 -2.75 -4.41
C -3.26 -1.40 -3.22
H -0.04 -0.83 -4.40
H -1.40 0.33 -4.38
H -0.73 -0.22 -2.86
H -3.76 -0.56 -3.70
H -3.09 -1.11 -2.18
H -3.88 -2.29 -3.26
C -6.40 3.19 -3.11
C -5.40 2.20 -2.55
O -4.90 1.35 -3.25
C -5.05 2.32 -1.09
H -6.54 3.00 -4.17
H -7.35 3.10 -2.58
H -6.03 4.21 -2.96
H -5.95 2.26 -0.47
H -4.56 3.27 -0.89
H -4.35 1.53 -0.83
C -0.64 3.73 0.57
C -1.89 4.55 0.70
O -2.98 4.10 0.42
C -1.74 5.97 1.18
H -0.87 2.73 0.22
H 0.06 4.22 -0.12
H -0.12 3.67 1.53
H -1.07 6.52 0.50
H -1.26 5.98 2.16
H -2.70 6.47 1.23
C 5.73 -2.87 -1.13
C 5.85 -3.44 0.27
O 5.04 -3.20 1.12
C 7.06 -4.32 0.53
H 4.83 -2.25 -1.19
H 6.61 -2.27 -1.37
H 5.67 -3.67 -1.86
H 7.98 -3.77 0.33
H 7.05 -5.18 -0.15
H 7.04 -4.67 1.56
C -7.98 -0.31 -4.43
C -8.47 -1.20 -3.31
O -9.49 -0.96 -2.70
C -7.59 -2.38 -2.98
H -8.67 0.51 -4.58
H -6.99 0.07 -4.19
H -7.90 -0.89 -5.36
H -6.59 -2.04 -2.71
H -7.48 -3.02 -3.86
H -8.03 -2.95 -2.16
C -0.57 -5.00 5.34
C -0.17 -3.64 4.82
O 0.69 -2.98 5.35
C -0.89 -3.14 3.59
H 0.02 -5.25 6.22
H -1.64 -5.01 5.58
H -0.42 -5.75 4.56
H -1.97 -3.09 3.78
H -0.75 -3.84 2.76
H -0.52 -2.16 3.30

No. 2
Formula: C45H42As2N3O9PTi
Source: the OMol25 dataset
Level of theory: the ωB97M-V functional and the def2-TZVPD basis

Properties
F_max	0.711	eV/A
energy relative to the best compared isomer or geometry (same formula, charge and spin)	0.00	kcal/mol
total charge	+4
Kohn-Sham gap	5.5888	eV
DFT total energy	-224288.2558	eV

Cartesian coordinates (Å):
Ti -0.78 0.26 0.07
O -2.64 -1.31 -0.59
N -1.44 -1.68 0.05
C -1.28 -2.94 0.33
C -0.20 -3.53 1.03
C -0.33 -4.91 1.26
C 0.63 -5.60 1.99
C 1.72 -4.90 2.48
C 1.86 -3.53 2.26
C 0.92 -2.82 1.53
P 1.29 -1.09 1.07
C 2.31 -0.50 2.44
C 2.04 -0.93 3.74
C 2.90 -0.61 4.77
C 4.04 0.14 4.52
C 4.31 0.59 3.23
C 3.45 0.27 2.19
C 2.38 -1.28 -0.37
C 3.60 -1.94 -0.22
C 4.40 -2.17 -1.33
C 3.99 -1.74 -2.59
C 2.77 -1.10 -2.74
C 1.97 -0.87 -1.63
H -3.25 -2.07 -0.61
H -2.08 -3.61 0.02
H -1.19 -5.44 0.87
H 0.53 -6.66 2.16
H 2.48 -5.42 3.05
H 2.73 -3.03 2.67
H 1.18 -1.56 3.96
H 2.68 -0.96 5.77
H 4.72 0.38 5.32
H 5.20 1.17 3.03
H 3.69 0.59 1.18
H 3.94 -2.28 0.75
H 5.35 -2.67 -1.21
H 4.62 -1.92 -3.45
H 2.45 -0.78 -3.73
H 1.02 -0.36 -1.79
C 1.91 3.69 0.70
C 1.32 2.43 0.84
N 0.50 1.91 -0.07
C 0.25 2.65 -1.20
C 0.77 3.93 -1.40
C 1.62 4.45 -0.41
C 0.44 4.65 -2.60
C -0.33 4.08 -3.56
C -0.82 2.74 -3.40
C -1.53 2.05 -4.40
C -1.89 0.73 -4.20
C -1.58 0.12 -2.98
N -0.93 0.75 -2.00
C -0.53 2.04 -2.22
H 2.58 4.05 1.47
H 1.51 1.84 1.73
H 2.06 5.43 -0.53
H 0.83 5.65 -2.73
H -0.57 4.62 -4.46
H -1.77 2.54 -5.33
H -2.40 0.17 -4.96
H -1.86 -0.91 -2.80
C 1.89 3.13 4.54
O 0.90 2.17 4.08
C 0.32 1.39 5.02
O 0.60 1.38 6.18
C -0.81 0.61 4.41
C -1.47 -0.33 5.10
As -3.26 -1.10 4.85
C -2.71 -2.96 4.60
C -3.60 -0.61 2.97
C -2.97 0.33 2.26
As -1.21 1.13 2.62
C -1.68 3.02 2.67
C -3.38 0.96 1.00
O -2.43 1.29 0.20
O -4.59 1.28 0.81
C -5.04 2.03 -0.37
C -4.85 -1.35 2.55
O -5.58 -1.78 3.39
O -4.99 -1.52 1.24
C -6.23 -2.20 0.86
C -0.84 -0.88 6.37
O 0.10 -1.62 6.27
O -1.54 -0.57 7.42
C -1.09 -1.07 8.72
H 2.04 3.02 5.62
H 2.82 2.93 4.01
H 1.51 4.13 4.32
H -2.30 -3.31 5.54
H -1.96 -3.06 3.82
H -3.60 -3.54 4.37
H -2.53 3.12 3.35
H -1.94 3.38 1.68
H -0.83 3.58 3.05
H -5.76 2.75 0.01
H -5.52 1.31 -1.03
H -4.19 2.52 -0.84
H -6.17 -2.37 -0.21
H -7.08 -1.56 1.11
H -6.32 -3.14 1.41
H -1.99 -1.28 9.29
H -0.51 -0.27 9.19
H -0.48 -1.96 8.59

No. 3
Formula: H7O3S
Source: the OMol25 dataset
Level of theory: the ωB97M-V functional and the def2-TZVPD basis

Properties
F_max	0.602	eV/A
energy relative to the best compared isomer or geometry (same formula, charge and spin)	12.34	kcal/mol
total charge	-1
Kohn-Sham gap	7.6612	eV
DFT total energy	-17093.0925	eV

Cartesian coordinates (Å):
S -0.11 0.86 1.79
H -0.98 1.13 0.81
H -1.05 -1.99 -1.46
H 0.26 -1.45 -1.97
O -0.66 -1.56 -2.22
H 0.83 2.18 0.14
H 1.33 3.59 -0.15
O 0.89 2.84 -0.58
H -0.65 -1.84 1.78
H 0.22 -1.47 0.73
O -0.09 -2.30 1.13

No. 4
Formula: C21H29N3O5S2
Source: the OMol25 dataset
Level of theory: the ωB97M-V functional and the def2-TZVPD basis

Properties
F_max	0.962	eV/A
energy relative to the best compared isomer or geometry (same formula, charge and spin)	14.70	kcal/mol
Kohn-Sham gap	8.8202	eV
DFT total energy	-58625.5600	eV

Cartesian coordinates (Å):
C -8.96 -0.63 1.12
C -7.46 -0.67 1.33
H -7.15 -1.65 1.72
H -7.15 0.11 2.04
O -6.84 -0.44 0.07
C -5.50 -0.44 -0.03
C -4.62 -0.63 1.04
C -3.26 -0.60 0.82
C -2.77 -0.39 -0.45
C -3.62 -0.20 -1.52
C -4.98 -0.22 -1.31
H -5.68 -0.07 -2.12
H -3.20 -0.04 -2.50
S -1.01 -0.32 -0.69
O -0.34 -1.28 0.14
O -0.72 -0.36 -2.10
N -0.66 1.17 -0.02
H 0.24 1.16 0.45
C -0.94 2.37 -0.77
C -0.09 2.57 -2.04
C 1.38 2.33 -1.70
O 2.09 3.20 -1.25
N 1.78 1.07 -1.94
H 1.08 0.39 -2.22
C 3.07 0.57 -1.56
H 3.45 -0.08 -2.36
H 3.74 1.43 -1.44
C 2.99 -0.24 -0.24
C 2.73 0.66 0.93
C 1.78 0.48 1.89
C 1.76 1.50 2.86
C 2.69 2.46 2.62
S 3.61 2.12 1.21
H 2.90 3.34 3.19
H 1.08 1.53 3.69
H 1.12 -0.38 1.90
N 4.13 -1.10 0.03
C 5.44 -0.48 -0.09
H 5.45 0.46 0.45
C 6.47 -1.43 0.53
O 6.46 -2.68 -0.12
C 5.19 -3.27 -0.06
C 4.12 -2.36 -0.68
H 3.14 -2.83 -0.57
H 4.34 -2.24 -1.75
H 5.25 -4.21 -0.59
H 4.92 -3.46 0.99
H 7.48 -1.03 0.42
H 6.24 -1.56 1.59
H 5.71 -0.30 -1.14
H 2.11 -0.91 -0.31
H -0.22 3.59 -2.39
H -0.42 1.87 -2.81
H -0.79 3.21 -0.09
H -2.00 2.33 -1.04
H -2.56 -0.76 1.63
H -4.99 -0.80 2.04
H -9.47 -0.80 2.06
H -9.26 -1.40 0.41
H -9.26 0.34 0.72